<one>
The following is a DFT calculation (wB97M-V/def2-TZVPD) of 12 unconnected molecules or ions with the total composition C48H96O36.

Cartesian coordinates (Å):
O (13.2689, 22.3802, 18.1463)
O (15.7734, 11.5589, 19.9289)
C (13.7285, 23.2381, 19.2093)
H (15.7729, 16.8562, 26.9906)
O (18.3324, 13.9249, 12.8852)
O (16.9121, 25.8408, 20.4031)
H (15.0713, 19.0676, 17.4555)
C (15.5566, 22.1321, 22.2007)
H (16.7731, 17.1142, 16.3108)
H (14.5527, 23.8247, 18.8691)
H (17.3987, 12.5131, 11.7730)
H (22.6267, 13.8534, 16.0328)
H (15.9146, 20.8279, 15.6538)
H (17.1841, 14.8238, 21.3184)
H (17.9078, 23.1226, 26.1084)
H (13.3659, 15.3515, 18.6254)
H (16.0846, 15.8895, 17.4745)
H (15.7623, 28.4639, 21.1749)
H (15.6115, 22.2553, 29.3566)
C (17.3618, 27.2547, 20.3622)
H (17.5818, 15.0058, 19.6429)
C (17.7350, 18.1726, 21.5950)
C (21.9025, 13.6297, 16.8166)
H (20.2314, 22.5803, 15.9787)
C (14.4894, 19.4390, 16.6300)
H (21.5693, 14.5234, 17.3285)
C (23.7268, 16.7394, 17.1780)
C (13.3141, 17.2648, 19.5379)
C (12.1809, 18.9042, 23.0540)
C (20.1982, 20.5572, 24.2330)
O (12.7436, 16.6970, 17.2620)
H (15.9667, 21.3851, 21.5177)
O (19.6049, 13.0867, 17.0706)
C (15.6530, 21.2023, 29.6971)
H (13.8276, 18.6614, 16.2350)
C (26.8998, 16.0771, 13.7807)
O (17.4568, 13.0551, 17.4471)
C (16.4155, 12.5032, 20.3030)
H (17.3791, 28.9611, 21.6760)
C (17.0360, 17.5200, 25.3491)
C (19.1298, 16.8722, 14.5008)
O (15.9181, 13.7410, 20.1257)
H (19.7107, 21.3874, 17.1169)
H (10.5652, 19.4971, 15.3514)
H (17.6399, 17.0922, 21.4375)
H (16.3447, 18.4501, 20.1058)
C (16.2216, 22.1178, 23.5629)
O (19.7964, 21.5275, 25.0934)
C (18.8666, 21.1678, 26.0329)
H (13.9892, 22.7195, 20.0957)
C (16.7631, 14.8627, 20.3209)
H (11.9347, 18.4691, 22.1075)
C (20.5592, 19.2786, 11.2961)
H (15.5960, 23.0860, 21.7140)
O (20.8163, 21.1324, 23.2227)
H (20.0300, 19.5812, 10.4087)
C (16.7765, 28.1404, 21.4201)
H (17.0564, 17.3173, 13.8856)
C (20.8370, 19.8052, 13.4636)
H (17.9984, 20.5677, 25.7200)
O (19.9406, 19.3961, 24.3911)
O (18.3292, 18.8911, 19.3236)
H (13.0300, 18.3011, 23.4300)
H (20.3732, 18.2304, 11.3846)
C (18.2899, 10.4900, 22.0638)
C (16.1781, 12.5827, 17.0901)
H (14.6955, 20.0888, 14.5268)
C (25.2524, 16.3806, 15.4294)
H (23.4606, 16.0955, 18.0434)
C (10.4794, 18.3895, 15.1679)
H (21.6431, 19.4733, 11.1652)
O (25.1022, 17.5108, 15.0180)
O (19.1662, 15.6639, 13.7369)
C (18.1222, 14.8192, 13.8497)
H (20.1561, 17.3123, 14.4226)
H (19.3168, 22.9759, 27.0782)
H (11.4066, 18.9630, 23.7748)
C (16.5672, 17.5518, 26.7601)
H (17.1799, 12.2777, 13.5815)
C (11.5832, 17.1506, 16.8614)
C (20.6202, 21.7566, 16.5738)
H (18.4149, 18.3158, 13.1246)
H (17.8390, 22.0856, 27.5881)
H (16.3815, 13.6622, 12.6988)
H (12.6525, 18.0857, 19.5201)
H (17.1182, 27.6706, 19.3947)
O (24.6214, 15.7683, 16.4402)
H (16.0012, 19.1742, 14.9814)
H (19.4459, 20.6243, 26.8094)
C (16.0654, 19.2281, 28.3881)
H (11.7271, 15.9474, 18.7983)
C (12.7719, 16.2299, 18.6284)
O (26.2537, 15.6018, 14.9856)
C (17.9550, 22.5985, 19.5268)
H (26.9885, 17.1814, 13.7344)
H (16.7819, 27.5628, 22.3273)
C (17.2978, 18.9064, 20.3861)
H (17.8479, 15.8848, 17.1483)
H (13.3827, 16.8636, 20.5529)
C (15.3322, 19.9399, 15.4135)
O (10.5375, 17.0558, 17.4893)
H (17.2239, 19.9554, 20.5819)
H (21.1969, 19.2555, 22.3870)
H (18.3110, 22.8542, 18.5116)
C (14.0283, 20.4069, 22.4740)
C (16.9418, 16.5079, 17.2070)
O (21.8360, 19.1689, 13.4337)
O (14.1847, 21.7569, 22.3318)
O (20.0469, 20.0339, 12.3949)
C (18.4115, 22.4442, 26.7325)
O (18.1780, 12.0303, 15.5689)
H (16.2928, 18.0006, 24.6777)
H (22.2348, 20.9348, 15.2514)
O (17.2281, 23.6845, 20.0997)
H (22.7525, 17.7094, 15.5805)
O (17.1843, 14.8987, 14.6018)
C (18.0237, 17.8240, 14.0675)
H (14.3092, 17.5800, 19.2810)
C (21.0860, 20.2967, 22.0363)
H (18.4466, 11.1701, 22.8868)
H (14.6890, 20.9203, 30.0811)
O (12.7140, 20.2433, 22.7969)
H (21.9005, 16.1967, 16.1417)
H (20.3431, 13.8851, 15.3095)
H (17.9090, 18.5668, 14.8317)
H (15.4009, 12.8009, 17.8528)
H (16.1679, 11.5082, 16.9321)
C (20.6374, 13.1432, 16.0994)
H (15.6936, 22.7626, 24.2785)
H (17.3038, 22.3170, 23.4849)
H (12.8340, 23.7918, 19.5234)
O (16.0303, 20.5399, 28.5148)
C (21.2151, 20.6228, 15.6676)
O (18.9911, 25.0094, 20.0535)
O (15.2057, 21.1762, 18.5130)
H (17.3472, 10.0061, 22.1999)
H (16.1701, 21.0723, 23.9154)
H (22.2437, 12.9777, 17.5931)
H (15.8279, 13.0194, 16.1587)
H (19.0779, 9.7218, 22.0812)
O (19.0800, 17.9808, 17.4507)
H (17.9461, 18.0958, 25.2373)
H (17.0220, 18.4961, 22.3541)
H (16.0884, 15.7324, 20.1788)
H (26.3187, 15.7204, 12.8945)
H (10.3403, 18.1740, 14.1327)
H (9.6727, 17.9713, 15.7848)
C (14.1623, 21.3471, 17.9477)
O (20.3063, 20.4901, 14.5329)
O (13.5998, 20.4872, 17.0884)
C (22.4800, 17.0531, 16.4358)
C (18.2283, 18.0613, 18.2868)
O (17.0660, 17.3991, 18.3138)
H (18.8707, 22.4102, 20.1064)
H (17.6812, 10.6362, 20.0415)
H (21.7940, 17.5181, 17.1262)
H (21.3510, 19.6865, 16.1752)
H (24.2866, 17.6548, 17.4148)
C (18.3856, 12.6411, 16.6169)
H (17.3302, 17.2835, 27.4905)
H (20.2848, 20.3661, 21.3002)
C (17.2154, 12.9934, 12.7210)
H (27.9027, 15.6090, 13.7091)
H (19.0074, 16.6452, 15.5531)
H (21.9769, 20.6488, 21.5287)
O (15.8637, 18.3894, 29.2793)
H (21.4385, 22.0156, 17.2891)
O (11.7098, 17.7643, 15.6903)
H (18.7391, 18.3636, 21.9311)
C (18.2679, 11.2125, 20.7326)
H (17.2867, 21.7233, 19.5191)
H (16.3069, 21.0652, 30.5395)
O (16.2424, 18.9399, 27.1108)
O (14.7948, 19.4804, 22.4294)
H (17.1641, 16.5029, 24.9586)
H (20.8443, 12.2073, 15.6089)
H (19.2208, 11.5363, 20.4413)
H (18.4479, 27.2467, 20.4970)
C (17.7962, 24.8790, 20.1598)
O (17.6118, 12.4306, 20.8884)

The multiplicity is 1. The calculation puts the LUMO energy at 0.0160 Eh. For the HOMO energy, the calculation gives -10.6 eV.

<two>
The following is a DFT calculation (wB97M-V/def2-TZVPD) of 12 unconnected molecules or ions with the total composition C48H96O36.

Cartesian coordinates (Å):
C (10.1061, 12.5131, 15.3458)
C (9.1884, 12.9348, 4.8305)
H (1.0893, 6.6160, 14.2188)
H (7.3599, 1.6593, 12.4130)
O (13.2561, 11.2034, 8.1287)
C (14.9788, 1.5403, 9.6680)
C (11.7357, 15.0376, 6.4521)
H (5.5373, 0.9319, 19.0049)
H (14.6840, 0.5387, 9.9810)
H (6.4913, 11.0124, 12.1614)
H (11.1954, 9.4553, 7.3658)
C (8.1806, 7.7480, 11.2673)
C (11.5526, 12.9724, 9.3252)
H (3.6239, 9.6572, 4.6426)
C (6.7312, 1.3164, 11.5914)
C (10.2153, 14.6439, 6.2271)
O (12.2978, 7.9373, 3.5675)
H (11.3461, 6.7800, 2.1522)
O (3.1833, 13.3796, 8.1918)
H (2.9047, 6.3778, 12.4473)
H (7.5356, 6.6898, 13.0804)
C (6.6649, 4.9412, 8.4592)
H (9.0966, 10.7432, 2.4207)
H (3.6406, 11.3779, 5.1226)
H (10.7746, 5.5109, 12.6756)
H (9.4612, 15.4141, 6.0648)
C (11.4119, 12.5061, 10.8009)
H (15.0952, 1.6223, 8.5873)
H (7.1383, 5.1544, 5.1879)
O (12.6632, 3.4957, 11.2293)
H (12.5250, 4.2098, 13.1285)
H (8.5114, 12.2723, 7.9821)
C (11.0365, 8.5443, 6.7889)
O (7.0762, 7.3015, 5.1702)
C (13.6942, 12.2814, 8.5080)
O (2.6103, 8.7831, 13.5885)
H (5.0759, 4.7318, 14.8524)
H (9.3839, 13.1743, 17.1794)
C (5.5307, 10.5257, 4.7561)
H (6.5882, -0.4908, 19.1952)
O (9.4949, 12.0970, 3.7614)
H (5.8440, 13.6586, 8.3683)
C (6.5100, 2.7749, 16.2323)
H (5.5733, 10.6088, 3.6701)
O (6.5089, 3.6196, 17.1456)
H (10.5107, 4.9129, 11.0157)
O (11.7900, 8.6008, 5.5818)
H (4.6431, 5.8433, 8.4506)
O (7.5191, 12.8339, 12.8777)
C (8.3823, 11.1901, 7.9999)
H (7.9870, 1.5131, 18.1555)
H (6.0280, 11.4481, 5.0559)
H (7.9342, 0.1136, 17.1342)
H (12.5440, 8.5945, 1.1195)
H (9.2607, 10.7320, 7.5452)
H (6.8112, 4.8700, 14.5805)
O (2.5540, 14.9113, 6.5401)
C (3.1592, 6.0425, 13.4528)
C (3.7190, 8.2955, 13.9041)
C (3.4114, 14.0391, 7.1837)
H (7.6803, 5.3308, 8.5317)
H (4.4310, 10.9130, 13.7340)
C (6.9972, 8.4067, 16.3612)
C (9.6032, 12.1966, 16.7504)
O (8.1157, 10.5848, 9.2361)
H (8.8473, 10.0742, 4.0151)
H (5.7807, 4.0906, 13.3414)
H (4.2172, 10.0708, 6.2768)
H (1.4374, 5.0480, 13.7947)
O (4.6013, 14.1574, 6.7103)
C (6.8891, 10.4437, 19.3381)
O (10.2441, 13.7761, 5.1421)
O (6.2600, 2.3973, 10.7877)
H (15.8433, 11.9970, 6.7259)
O (8.1735, 12.8988, 5.5594)
H (10.5021, 12.8829, 11.2683)
O (8.0012, 9.0846, 10.7543)
C (1.2533, 15.1200, 7.0214)
O (8.2055, 2.7751, 9.6651)
H (12.3753, 14.1562, 6.4070)
H (6.9417, 5.9263, 3.5781)
C (8.6999, 10.9691, 3.4105)
H (11.0605, 12.2880, 8.6342)
C (10.6557, 4.6220, 12.0561)
H (7.8714, 7.8204, 16.6442)
H (9.2149, 7.4072, 11.2210)
H (7.2403, 0.6506, 10.8945)
H (11.4982, 2.8289, 12.8035)
H (3.5304, 5.0207, 13.3744)
H (15.9614, 1.7861, 10.0708)
C (0.2571, 15.5375, 5.9476)
C (7.8259, 12.0489, 20.7637)
H (12.1000, 15.7582, 5.7198)
H (9.6784, 4.2502, 12.3640)
H (11.0901, 13.9592, 9.3041)
C (1.9002, 5.8927, 14.3050)
H (7.5996, 11.0157, 7.2617)
H (9.9500, 8.5032, 6.7111)
H (7.3471, 9.1862, 15.6844)
H (15.9353, 10.9894, 8.1127)
H (3.9390, 10.5290, 15.4403)
O (12.9863, 13.2184, 9.0611)
O (8.6005, 8.3924, 8.6362)
H (0.1418, 14.7003, 5.2591)
C (5.7536, 13.5189, 7.2910)
H (5.9212, 6.8494, 9.0351)
C (7.0323, 3.0746, 10.0237)
H (14.0754, 8.0174, 1.8395)
H (5.3586, 9.4018, 17.4269)
H (7.7035, 7.0436, 10.5859)
O (14.9122, 12.7766, 8.4057)
C (11.3710, 7.8546, 4.5131)
H (16.9164, 12.4527, 8.0776)
H (-0.6795, 15.9030, 6.3684)
O (4.0960, 6.9769, 13.9798)
H (6.1852, 8.0291, 18.3287)
H (11.3677, 7.6666, 7.3439)
H (11.4584, 11.4173, 10.8202)
O (13.8165, 1.8090, 12.1158)
H (8.3651, 5.9042, 4.2193)
H (0.9382, 14.2313, 7.5682)
H (8.6577, 11.6660, 16.8620)
O (6.2321, 2.9500, 14.9238)
H (10.5409, 11.6062, 14.9257)
O (6.8783, 1.4750, 16.3656)
C (12.3590, 6.9857, 2.4983)
H (12.8183, 6.0527, 2.8250)
C (11.8937, 3.7474, 12.3697)
C (4.7107, 10.4406, 14.6757)
H (6.4774, 7.6670, 15.7522)
C (13.4544, 2.4702, 11.1806)
O (9.0251, 13.0269, 14.4889)
O (5.8846, 10.2518, 20.0589)
H (6.5826, 4.5017, 7.4651)
C (5.7080, 6.0439, 8.3324)
O (5.9657, 8.1016, 3.3315)
H (5.9033, 0.7240, 11.9811)
C (4.1299, 10.4116, 5.2451)
C (6.2806, 8.8546, 17.6234)
C (15.9451, 12.0366, 7.8104)
H (5.9725, 6.4982, 7.3776)
C (6.4066, 8.2431, 4.4786)
H (9.7934, 14.0186, 7.0140)
H (6.7369, 13.7268, 6.8692)
O (7.8653, 11.3268, 19.5411)
H (7.6328, 11.1568, 3.2920)
H (5.7313, 10.6777, 14.9761)
C (6.1138, 0.1745, 18.4738)
C (13.1162, 7.7163, 1.4183)
O (4.8047, 9.0502, 14.3349)
H (5.4998, -0.4604, 17.8351)
H (12.1658, 12.9772, 11.4316)
C (5.9404, 4.2370, 14.4097)
C (8.2672, 9.2966, 9.4658)
H (5.6309, 12.5478, 12.0472)
H (13.3893, 7.0585, 0.5931)
H (5.5499, 12.4579, 7.1464)
H (1.2741, 15.8514, 7.8293)
H (7.9939, 11.3003, 21.5380)
C (7.3466, 6.0376, 4.5840)
H (2.1088, 5.7729, 15.3681)
H (10.3295, 11.8009, 17.4603)
H (6.4736, 7.9150, 12.4551)
H (7.8992, 8.4454, 13.2824)
O (13.9354, 2.4051, 9.9435)
O (7.1273, 9.9121, 18.1641)
C (6.6195, 12.0887, 12.0457)
H (8.5533, 12.8603, 20.7843)
H (11.9595, 15.4755, 7.4248)
O (6.2963, 4.0563, 9.6035)
H (7.0147, 12.1636, 11.0326)
O (10.3817, 7.1739, 4.4810)
C (7.3038, 0.8720, 17.5984)
C (7.5250, 7.6731, 12.6102)
H (6.8204, 12.4533, 20.8803)
H (10.8203, 13.3025, 15.5803)
O (6.2473, 9.3847, 5.1559)
O (8.6880, 10.9626, 13.5560)
H (0.7521, 16.3043, 5.3517)
C (8.4234, 12.1436, 13.6512)

The multiplicity is 1. The calculation puts the LUMO energy at 0.0180 Eh. For the HOMO energy, the calculation gives -10.4 eV.

The least stable of them is <two>.

<one>
The following is a DFT calculation (wB97M-V/def2-TZVPD) of C5H6N2O2 in the gas phase.

Cartesian coordinates (Å):
N (0.1294, 0.1864, -0.3109)
C (-2.0798, 0.6573, 0.6592)
C (-0.5816, 0.2209, 0.7527)
C (1.4855, -0.3818, -0.3060)
H (-0.0069, 0.3603, -2.0154)
H (-4.1432, 1.7842, 0.3761)
H (-0.7324, -0.3152, 2.8381)
H (1.5317, -1.2134, 0.4985)
C (1.6626, -0.6429, -1.9295)
O (0.6505, -0.1772, -2.6129)
N (-0.1806, -0.1970, 2.0120)
C (-3.1755, 1.2053, 0.5510)
O (2.6422, -1.2059, -2.4001)
H (2.2592, 0.6777, -0.0738)
H (0.5389, -0.9588, 1.9610)

The multiplicity is 1. The calculation puts the LUMO energy at 0.0154 Eh. For the HOMO energy, the calculation gives -9.7 eV.

<two>
The following is a DFT calculation (wB97M-V/def2-TZVPD) of C5H6N2O2 in the gas phase.

Cartesian coordinates (Å):
C (0.3576, -1.1710, -0.9757)
C (-1.0883, 2.0555, 1.8849)
N (0.6130, -0.0410, -0.2766)
O (-0.0163, 1.7101, 1.0808)
N (-1.5449, 0.0506, 1.0344)
O (-0.7231, -1.7804, -1.0395)
C (-2.0175, 1.0599, 1.8445)
C (-0.3468, 0.4838, 0.6191)
C (1.5675, -1.6303, -1.7583)
H (1.2460, 0.6485, -0.6182)
H (1.5693, -2.4205, -2.5926)
H (2.4666, -1.9236, -1.2824)
H (-1.0558, 3.0866, 2.2300)
H (1.7547, -0.9541, -2.3835)
H (-2.7820, 0.8259, 2.2331)

The multiplicity is 1. The calculation puts the LUMO energy at 0.0218 Eh. For the HOMO energy, the calculation gives -8.9 eV.

The least stable of them is <one>.